{"formula": "C4H10N2S", "method": "wB97M-V/def2-TZVPD", "symbols": ["C", "C", "C", "C", "H", "H", "H", "H", "H", "H", "H", "H", "H", "H", "N", "N", "S"], "xyz": [[0.03, -1.39, 0.93], [0.85, -1.09, -0.19], [0.37, -0.10, -1.21], [-0.78, 0.74, -0.84], [0.01, -0.72, 2.88], [1.31, 0.52, 1.31], [0.39, -2.28, 1.54], [-1.10, -1.36, 0.46], [1.99, -1.30, 0.00], [1.08, 0.53, -1.62], [-1.38, 0.88, -1.90], [-1.52, 0.09, -0.22], [-0.28, 2.12, 0.55], [-0.89, 3.19, -0.98], [-0.02, -0.13, 1.75], [-0.42, 2.19, -0.54], [0.35, -1.89, -1.92]], "gap_ev": 8.929, "homo_energy_ev": -8.8, "e_tot_ha": -665.8459, "relative_energy_kcal_mol": 161.3, "e_lumo_ev": 0.097}